111
Properties=species:S:1:pos:R:3:forces:R:3:mulliken_charge:R:1 method="wB97M-V/def2-TZVPD" total_energy_ev=-376089.6294 relative_energy_kcal_mol=3.0 orbital_gap_ha=0.2645 charge=-1 e_lumo_ev=2.01
In -1.17830 2.67100 0.64367 0.0 -0.5 -0.5 1.18
Se -0.40739 4.88097 -0.50936 0.0 -0.1 -0.3 -0.23
Se -2.23537 6.24819 0.01691 0.0 -0.2 1.0 -0.36
Te -2.12285 5.77186 2.55469 -0.7 -0.2 -0.8 -0.16
Se -2.94390 3.35504 2.43476 0.4 0.5 0.1 -0.25
C 3.40541 1.13621 -1.59282 1.2 -0.1 -0.4 -1.29
Sb 2.11833 2.84260 -1.44560 0.5 0.1 -0.7 -0.11
C 2.97486 3.59325 -3.32991 -0.8 0.0 -0.6 -1.33
C 3.60952 3.96555 -0.35980 -0.2 1.0 -0.6 -1.35
C 3.24896 5.36416 0.08854 0.4 -1.0 0.2 0.96
C 3.20578 6.43630 -0.80395 -0.1 -1.0 -0.3 -0.24
C 2.98439 7.69987 -0.37293 0.2 -0.9 2.0 -0.96
C 2.86475 7.94971 0.98221 -0.7 0.9 0.5 -0.68
C 2.98570 6.92696 1.89376 -0.8 -1.3 1.1 -0.68
C 3.09911 5.56427 1.47520 0.4 2.1 -0.2 0.53
C 3.10534 4.45614 2.46219 -0.6 0.7 0.0 -1.74
Sb 1.13169 3.72706 2.90150 0.2 -0.9 0.4 0.51
C 0.85243 5.27869 4.37552 -1.6 -1.4 0.7 -1.51
C 2.01254 2.43802 4.43701 0.5 -1.1 -0.8 -1.09
H 3.32706 0.56466 -2.53003 -0.7 -0.1 0.4 0.47
H 3.37165 0.53382 -0.68528 -0.1 -0.2 -0.2 0.19
H 4.44464 1.50389 -1.70591 -0.4 0.2 0.5 0.56
H 4.02422 3.28379 -3.37457 -0.1 0.0 0.1 0.45
H 2.93545 4.69922 -3.33809 -0.1 -0.6 -0.1 0.32
H 2.44039 3.17626 -4.23199 0.5 0.5 0.9 0.31
H 4.46821 3.99462 -1.04392 -0.1 -0.1 0.2 0.62
H 3.84551 3.43537 0.53147 0.4 -0.9 0.0 0.26
H 3.27878 6.28483 -1.87301 0.2 -0.3 0.0 0.19
H 2.99841 8.48311 -1.01829 -0.3 2.2 -2.0 0.57
H 2.51470 8.95086 1.29647 0.7 -0.5 0.0 0.31
H 2.87020 7.10366 2.99116 0.1 0.0 -1.0 0.27
H 3.21873 4.77796 3.50238 1.0 0.2 -0.4 0.78
H 3.75804 3.66347 2.14275 0.1 -0.4 0.6 0.84
H 1.67766 5.36253 5.09875 -0.4 0.2 -0.3 0.43
H -0.13201 4.98318 4.87714 1.4 0.3 -0.2 0.32
H 0.56640 6.13317 3.80970 0.4 1.1 -0.1 0.41
H 1.22323 2.17372 5.14449 0.2 0.2 0.2 0.36
H 2.79997 3.08673 4.87916 -0.5 -0.7 0.0 0.37
H 2.43877 1.44158 4.02621 -0.5 2.0 0.6 0.20
C -3.44754 -0.25773 1.97925 1.2 1.4 -2.2 -0.89
Si -3.20035 -2.07796 1.90710 0.3 -0.5 -1.7 0.33
C -4.77123 -3.11558 1.97705 -0.9 0.6 0.7 -1.03
C -2.08958 -2.26724 3.33577 0.0 0.1 1.1 -0.43
As -1.81926 -2.67257 -0.02330 -0.5 0.3 -0.1 0.34
Si -1.15332 -4.84620 0.59979 -2.5 0.4 -0.1 0.16
C 0.26490 -4.63666 1.70854 0.6 -0.8 2.5 -0.66
C -2.56278 -5.54066 1.69923 -0.9 -1.0 0.2 -1.40
C -0.78998 -5.97659 -0.83697 0.9 0.5 0.1 -0.73
Si -3.35768 -3.06208 -1.83405 0.5 1.0 -0.4 0.26
C -4.40587 -4.63251 -1.65876 0.7 1.1 1.6 -1.01
C -4.58638 -1.59120 -2.04799 -0.3 -0.4 -0.5 -0.75
C -2.26066 -2.86523 -3.43480 -0.4 -1.1 1.1 -0.66
H -3.98892 -0.01271 2.86096 -0.5 0.5 0.7 0.52
H -3.79331 0.31279 1.07589 -0.5 -0.8 1.0 0.36
H -2.40526 0.17336 2.03762 -0.8 -0.5 0.5 -0.17
H -5.05247 -3.17092 3.05830 0.0 0.1 -0.6 0.34
H -4.68619 -4.14555 1.63966 0.0 0.4 -0.1 0.20
H -5.61539 -2.61712 1.43825 0.6 -0.4 0.4 0.34
H -1.81324 -3.29710 3.48113 0.4 -0.3 0.3 0.20
H -2.62171 -1.90831 4.23399 0.1 -0.2 -0.1 0.48
H -1.20771 -1.62205 3.24634 -0.2 -0.4 -0.1 -0.48
H -0.12609 -4.37918 2.74452 0.4 -0.1 -1.2 0.29
H 1.05223 -3.93265 1.51680 0.2 0.5 -0.4 -0.16
H 0.76945 -5.60789 1.87364 -0.1 0.2 -0.1 0.49
H -2.68570 -5.09284 2.67178 0.5 1.0 0.4 0.42
H -2.36769 -6.56364 2.06494 0.0 -0.2 -0.7 0.48
H -3.64417 -5.50217 1.37637 1.5 -0.4 -0.5 0.33
H -0.46192 -6.93847 -0.49012 0.4 -0.6 0.4 0.39
H 0.04457 -5.54188 -1.39203 0.1 0.0 0.0 -0.14
H -1.52901 -6.19836 -1.56768 -1.0 0.2 -0.5 0.41
H -5.09972 -4.41836 -0.80674 0.4 -0.3 -0.8 0.23
H -3.84708 -5.53733 -1.44346 0.0 -0.1 -0.1 0.23
H -4.92368 -4.68481 -2.57497 -1.0 -0.5 -1.1 0.46
H -5.34855 -1.55849 -1.24519 0.3 0.0 -0.4 0.27
H -5.10690 -1.62491 -3.06441 0.6 -0.2 1.3 0.35
H -4.02728 -0.64727 -2.02888 -0.1 -0.1 0.1 0.04
H -2.93950 -3.09740 -4.27528 0.5 0.4 0.1 0.42
H -1.40577 -3.58266 -3.44235 -0.5 0.6 -0.1 0.19
H -1.88881 -1.82756 -3.40424 -0.2 -0.4 -0.3 -0.03
Cl 2.80947 -1.75658 1.20179 0.4 -0.1 0.3 -0.15
C 1.46280 -0.87499 1.90383 -0.6 0.5 -0.1 2.82
Cl 1.19409 -1.06277 3.65564 0.8 0.0 0.1 -0.18
C 1.48850 0.63318 1.52244 -1.2 0.9 -0.7 -0.77
O 2.50576 1.32181 1.56785 -0.6 -0.7 0.0 -0.49
O 0.29480 0.98866 1.13803 1.1 -0.3 0.6 0.78
H 0.57376 -1.31215 1.48775 -0.3 -0.1 -0.4 -1.85
C 2.06345 -3.33887 -2.15151 1.0 0.6 1.1 -0.71
N 2.38837 -4.75234 -2.15242 0.5 1.5 2.6 -0.07
C 2.89220 -5.23634 -0.86420 1.7 0.2 -0.7 -0.74
C 2.26927 -5.50096 -3.19719 0.5 -0.1 0.4 0.80
N 2.25272 -6.24452 -4.06530 -0.3 -1.1 -1.6 -0.66
H 1.31359 -3.15197 -1.35502 0.0 0.2 -0.8 0.03
H 1.79384 -3.09457 -3.14967 -0.8 0.6 -0.6 0.45
H 2.95579 -2.68233 -1.89268 -0.8 -0.9 -0.2 0.21
H 3.00933 -6.30169 -0.91848 0.3 -0.5 0.0 0.39
H 2.24626 -5.02254 -0.05496 -1.2 0.3 0.6 0.09
H 3.86962 -4.73977 -0.55036 -0.9 -0.6 -0.8 0.26
F 0.90773 0.97295 -5.50755 0.3 -0.2 -0.4 -0.41
C 0.16360 1.02673 -4.39848 -2.2 0.4 1.3 0.32
C 0.43261 0.21309 -3.30296 0.1 -0.1 0.7 -0.42
C -0.31852 0.29334 -2.10354 -0.1 0.4 -1.9 0.53
C -1.45136 1.13346 -2.04199 1.0 -0.8 0.7 0.76
C -2.17820 1.21629 -0.75957 -0.9 -0.1 1.7 -0.28
C -1.72524 1.91589 -3.14757 0.4 0.3 -1.2 -0.71
C -0.97626 1.86278 -4.35174 0.6 -0.9 1.1 -0.76
H 1.24674 -0.50261 -3.36466 0.1 0.2 0.0 0.15
H -0.03711 -0.29500 -1.24875 0.0 -0.2 0.2 -0.25
H -2.30157 0.26222 -0.15191 0.8 1.0 -1.2 -1.09
H -3.20640 1.62746 -0.76484 0.4 0.0 -0.6 0.72
H -2.51683 2.64359 -3.05083 -0.3 0.0 -0.3 0.42
H -1.30427 2.38199 -5.23699 0.1 0.4 0.0 0.45



151
Properties=species:S:1:pos:R:3:forces:R:3:lowdin_spin:R:1 method="wB97M-V/def2-TZVPD" spin_multiplicity=2 total_energy_ev=-101472.1796 orbital_gap_ha="0.1846 / 0.1958" charge=+2 e_lumo_ev="-3.87 / -3.91"
N 0.47700 0.76938 0.44097 -6.1 0.6 4.0 0.17
S 1.78612 0.59411 -0.22534 5.6 -2.6 -4.3 0.11
O 1.72893 0.14916 -1.62919 1.0 0.4 -0.1 0.10
O 2.93184 0.27098 0.60378 -0.1 0.6 -0.9 0.05
F 1.98269 2.14818 -0.58935 0.5 1.5 0.4 0.01
S 0.32984 -0.95433 0.38293 1.7 -1.9 -0.4 0.25
O 1.17805 -1.82768 1.22738 -1.6 0.7 0.3 0.14
O -0.31350 -1.43473 -0.81172 -0.7 -0.3 -0.1 0.09
F -1.03378 -0.98916 1.35188 -0.3 0.8 0.7 0.01
C -1.29193 1.85823 5.93441 1.0 0.3 0.3 0.00
O -0.64924 0.67314 5.48951 1.1 -0.8 0.3 0.00
C 0.83152 0.71575 5.37900 -1.6 0.7 0.1 0.00
C 1.19007 0.55079 3.89300 -0.5 2.0 0.5 0.00
N 0.40304 1.67613 3.13614 0.2 0.9 1.2 0.01
H 0.41701 1.39110 2.16729 0.6 -0.3 -1.7 0.01
H -0.58486 1.60886 3.33522 -0.4 -0.3 0.7 0.00
C 0.78921 3.17439 3.16471 1.5 -0.8 -1.3 0.00
C 2.34811 3.27402 3.04869 1.0 0.9 -0.1 0.00
O 2.99759 2.49477 2.09239 -1.7 -1.4 -1.5 0.00
C 4.34448 2.71684 1.66685 -0.1 0.0 1.2 0.00
H -2.35936 1.71200 6.09966 0.1 -0.2 -0.7 0.00
H -1.02365 2.62349 5.20605 -0.7 0.5 0.1 0.00
H -0.93901 2.20332 6.90624 0.4 -0.1 0.1 0.00
H 1.31262 0.11607 6.15168 -0.3 -1.1 -0.6 0.00
H 1.21036 1.66996 5.74516 -0.3 0.7 -0.5 0.00
H 0.89710 -0.33730 3.33303 0.2 -0.3 0.5 0.00
H 2.24012 0.80357 3.74604 0.0 -0.4 -0.3 0.00
H 0.39926 3.78768 3.97706 0.4 -0.8 0.8 0.00
H 0.27792 3.68146 2.34644 0.1 -0.6 -0.7 0.00
H 2.74279 2.99981 4.02702 0.2 0.4 0.4 0.00
H 2.67817 4.26270 2.72982 -0.7 0.8 1.0 0.00
H 4.93261 2.23911 2.45042 0.7 0.2 -0.2 0.00
H 4.63169 3.76258 1.55709 -0.3 0.3 0.3 0.00
H 4.56130 2.25436 0.70394 -0.7 -0.3 0.2 0.00
C -1.65403 6.13863 0.02412 -0.6 0.7 -0.3 0.00
O -0.65187 5.26728 0.50869 0.1 0.1 0.1 0.00
C -0.03468 4.48093 -0.50318 -0.9 -0.7 1.0 0.00
C -1.01896 3.44322 -1.07054 -0.3 -0.4 -1.1 0.00
N -1.66377 2.44822 -0.15355 -0.2 1.1 0.0 0.02
H -0.81363 2.08162 0.25016 0.6 -1.6 0.7 0.01
H -2.17145 2.91293 0.58564 -0.5 0.3 0.1 0.00
C -2.54644 1.33383 -0.78404 0.3 2.1 0.1 0.00
C -3.96997 1.90496 -0.93681 -0.6 -0.2 0.4 0.00
O -4.00144 3.30614 -1.24645 0.3 0.3 0.6 0.00
C -5.24568 3.92327 -0.92224 -0.6 0.9 -0.4 0.00
H -2.59062 5.64822 -0.24125 0.0 -0.4 -0.1 0.00
H -1.33848 6.71171 -0.84772 0.3 -0.2 -0.2 0.00
H -1.92943 6.90311 0.75063 0.4 -0.3 0.4 0.00
H 0.82567 4.00284 -0.03486 -0.1 -0.1 0.0 0.00
H 0.33818 5.09193 -1.32522 -0.1 0.1 -0.2 0.00
H -0.45441 2.70101 -1.63492 0.2 0.7 -1.0 0.00
H -1.84491 3.91599 -1.60195 0.4 -0.1 -0.4 0.00
H -2.45205 0.56117 -0.02103 -0.4 -0.4 -0.6 0.00
H -2.15601 1.07825 -1.76911 0.4 -0.2 0.4 0.00
H -4.46661 1.72910 0.01741 -0.3 0.1 0.1 0.00
H -4.52612 1.35551 -1.69636 0.1 -0.4 0.0 0.00
H -5.54655 3.84293 0.12233 -0.1 -0.9 0.0 0.00
H -6.03015 3.74157 -1.65687 -0.2 -1.2 0.3 0.00
H -5.28839 5.00701 -1.03084 1.5 0.3 -0.2 0.00
C -2.61986 -5.98673 -4.80351 -0.4 0.2 1.2 0.00
O -1.53339 -5.03112 -4.73968 0.1 -0.2 0.6 0.00
C -0.97734 -4.89928 -3.40257 -1.9 -0.8 -1.2 0.00
C -0.20458 -3.66835 -3.22345 1.1 -0.2 -0.4 0.00
N 1.03181 -3.68935 -4.19424 0.0 1.5 1.3 0.00
H 1.41293 -4.60793 -4.37041 -0.2 -0.7 0.4 0.00
H 0.69269 -3.40053 -5.10070 -0.4 0.2 -0.3 0.00
C 2.22008 -2.78895 -3.84498 -0.2 0.8 -0.8 0.00
C 3.12650 -3.34847 -2.78804 -2.1 -0.5 1.2 0.00
O 2.33466 -3.26864 -1.54351 2.1 -1.2 -1.7 0.00
C 3.20910 -3.56739 -0.42985 -0.8 0.9 0.0 0.00
H -2.31455 -7.00607 -4.56722 0.5 -0.1 -0.6 0.00
H -3.23370 -5.92717 -5.70226 0.9 0.2 -0.4 0.00
H -3.35975 -5.80391 -4.02426 0.0 0.6 0.3 0.00
H -0.43098 -5.80243 -3.13071 0.1 -0.1 0.1 0.00
H -1.77918 -4.72599 -2.68485 -0.4 -0.5 0.1 0.00
H 0.12247 -3.68269 -2.18377 0.5 0.5 -0.2 0.00
H -0.81931 -2.79019 -3.42105 0.4 0.1 -0.2 0.00
H 1.89263 -1.79571 -3.53784 -0.6 -0.2 0.3 0.00
H 2.70460 -2.64076 -4.81006 0.4 -0.2 0.0 0.00
H 4.08680 -2.83830 -2.71284 -0.1 0.3 0.0 0.00
H 3.31509 -4.38529 -3.06652 0.3 -0.4 0.4 0.00
H 3.78344 -4.49368 -0.44533 -0.2 -0.3 -0.6 0.00
H 2.52698 -3.57771 0.42027 0.5 0.3 0.1 0.00
H 3.89943 -2.72387 -0.43346 0.2 0.0 0.8 0.00
C 6.00836 -0.49157 -1.99187 0.5 -0.7 -0.9 0.00
C 4.91455 0.18629 -2.81190 0.2 0.4 0.9 0.00
C 5.52578 0.68512 -4.11907 -0.9 0.4 0.4 0.00
N 4.50610 1.48543 -5.00247 -1.3 -1.4 0.2 0.00
C 3.82484 2.59500 -4.16033 0.5 -0.1 0.0 0.00
C 3.11925 3.62566 -5.03263 0.2 0.0 -1.2 0.00
C 3.95152 4.08326 -6.25393 0.6 0.0 -0.1 0.00
C 4.62905 2.99222 -7.09700 -1.9 -0.7 -0.2 0.00
C 5.28562 1.94789 -6.20464 0.7 2.0 0.1 0.00
C 3.32551 0.58019 -5.51004 1.8 0.2 0.4 0.00
H 5.76952 -0.83399 -0.98499 -0.4 0.3 -0.2 0.00
H 6.91012 0.11907 -1.94672 0.0 0.1 0.1 0.00
H 6.27104 -1.36815 -2.58407 0.4 -0.4 0.3 0.00
H 4.49728 0.94606 -2.15104 -0.3 0.3 -0.5 0.00
H 4.11876 -0.52924 -3.01887 -0.1 0.1 0.1 0.00
H 5.97245 -0.18200 -4.60558 -0.7 0.0 -0.8 0.00
H 6.39995 1.32742 -4.01247 -0.3 0.5 0.4 0.00
H 4.57435 2.98667 -3.47263 0.3 0.3 -0.4 0.00
H 3.12397 2.09727 -3.49014 -0.1 -0.2 -0.2 0.00
H 2.90664 4.55335 -4.50131 -0.1 -0.3 0.5 0.00
H 2.16563 3.22731 -5.37907 -0.1 -0.1 0.1 0.00
H 4.70070 4.76226 -5.84676 0.3 0.1 -0.2 0.00
H 3.36633 4.64691 -6.98052 -0.3 0.2 0.4 0.00
H 5.28799 3.41979 -7.85270 0.7 0.0 0.6 0.00
H 3.87549 2.57886 -7.76736 -0.4 -0.4 0.2 0.00
H 6.04005 2.61561 -5.78860 0.7 -0.7 0.4 0.00
H 5.74535 1.10317 -6.71768 -0.2 0.0 0.2 0.00
H 2.73391 0.16966 -4.69177 0.2 0.4 0.2 0.00
H 3.87383 -0.22984 -5.99096 -0.5 0.0 -0.4 0.00
H 2.70739 1.17974 -6.17831 0.2 -0.3 0.0 0.00
C -3.23078 -0.31600 8.34631 0.8 -0.4 -0.8 0.00
C -3.07102 -1.48085 7.33741 -0.6 1.2 -1.3 0.00
C -3.65819 -1.07646 5.87249 0.1 -0.7 0.7 0.00
N -3.41156 -2.11292 4.73888 -2.1 0.7 0.6 0.00
C -4.41599 -1.91469 3.53334 1.3 -0.6 -0.7 0.00
C -4.21535 -3.02984 2.44574 -1.6 -1.1 1.3 0.00
C -4.55077 -4.43379 3.11424 1.9 1.0 0.8 0.00
C -3.59284 -4.56551 4.33275 -0.7 -1.2 -0.6 0.00
C -3.80111 -3.45308 5.33002 2.1 -0.6 -0.4 0.00
C -1.98088 -1.93515 4.26561 -1.0 -0.8 0.0 0.00
H -4.23439 0.10763 8.38368 0.0 -0.1 0.0 0.00
H -2.50867 0.45492 8.07736 -0.1 0.2 0.3 0.00
H -2.97027 -0.75049 9.31143 -0.1 0.4 0.1 0.00
H -3.60846 -2.28593 7.83852 -0.1 -0.4 -0.9 0.00
H -2.02373 -1.76342 7.23043 0.0 0.0 0.2 0.00
H -3.32679 -0.15284 5.39795 0.6 0.1 0.7 0.00
H -4.71864 -0.89746 6.05000 -0.3 -0.6 -0.5 0.00
H -5.44279 -1.97164 3.89463 0.2 0.1 0.4 0.00
H -4.20863 -0.93010 3.11419 0.0 0.0 0.1 0.00
H -4.98593 -2.95801 1.67819 0.1 0.9 -0.3 0.00
H -3.24300 -2.99767 1.95420 0.0 -0.1 0.2 0.00
H -5.53549 -4.48319 3.57898 -0.4 0.4 -0.5 0.00
H -4.48362 -5.26743 2.41522 0.2 0.2 0.0 0.00
H -3.76819 -5.50196 4.86229 -0.4 -0.1 0.2 0.00
H -2.54107 -4.70877 4.08504 0.1 0.5 -0.4 0.00
H -4.80918 -3.41238 5.74262 0.0 0.3 -0.2 0.00
H -3.07977 -3.66853 6.11828 -0.3 0.3 0.3 0.00
H -1.91449 -0.97178 3.76004 0.0 -0.1 0.2 0.00
H -1.78702 -2.71958 3.53404 0.3 0.2 0.2 0.00
H -1.34087 -1.99445 5.14593 0.1 0.0 -0.3 0.00
C -3.60082 -2.75766 -1.36859 1.5 0.6 -0.7 0.00
C -4.88151 -1.98133 -1.57016 -0.8 1.0 -2.0 0.00
O -5.80671 -2.11314 -0.79228 -1.3 -1.1 3.2 0.00
O -5.00881 -1.24826 -2.58432 1.6 0.3 -0.7 0.00
H -2.85205 -2.30186 -2.01641 0.1 0.0 -0.3 0.00
H -3.66597 -3.79452 -1.69841 -0.3 -0.2 0.5 0.00
H -3.13508 -2.61072 -0.39411 -0.4 -0.5 0.4 0.00



21
Properties=species:S:1:pos:R:3:forces:R:3:mulliken_charge:R:1 method="wB97M-V/def2-TZVPD" total_energy_ev=-10980.0378 relative_energy_kcal_mol=42.5 orbital_gap_ha=0.3386 smiles="CCNCCC=O.O" charge=0 e_lumo_ev=0.84
C -1.33164 0.28713 2.37981 0.2 0.7 -0.1 -1.00
C -2.05750 0.23466 1.01619 -0.1 -0.4 1.5 -0.66
N -1.21593 0.01598 -0.12860 -1.1 -0.8 -0.2 -0.27
C -0.52151 1.09996 -0.76715 0.4 -1.7 -0.3 -0.33
C 0.11250 0.64254 -2.10154 0.7 1.2 0.1 -0.78
C 1.34816 -0.22138 -1.96995 -0.1 0.8 0.1 0.02
O 1.61779 -0.87552 -0.99480 0.0 -0.2 -0.2 -0.47
H -0.47514 0.96032 2.32944 0.1 0.0 0.0 0.28
H -1.98256 0.70364 3.15275 -0.1 -0.2 0.0 0.37
H -0.95947 -0.67411 2.73296 0.0 -0.1 -0.2 0.28
H -2.68131 1.12736 0.95381 0.2 0.2 -0.5 0.38
H -2.77829 -0.58601 1.13144 0.0 0.0 -0.5 0.31
H -0.72747 -0.87196 -0.03716 0.2 0.7 -0.2 0.21
H 0.31674 1.45445 -0.14778 -0.1 0.5 -0.1 0.22
H -1.22499 1.89058 -1.01770 0.0 0.2 0.3 0.37
H -0.49565 0.22132 -2.90663 -0.5 -0.2 0.5 0.36
H 0.41588 1.61374 -2.52797 0.5 -0.4 -0.3 0.34
H 2.07331 -0.15082 -2.81096 -0.2 -0.2 0.0 0.34
O 1.90373 -1.10145 1.82809 -1.2 -0.9 0.1 -0.60
H 2.59670 -0.64143 1.38148 0.7 0.4 -0.5 0.29
H 1.39427 -1.51669 1.10148 0.6 0.5 0.6 0.34



16
Properties=species:S:1:pos:R:3:forces:R:3:mulliken_charge:R:1 method="wB97M-V/def2-TZVPD" total_energy_ev=-10679.2624 relative_energy_kcal_mol=120.3 orbital_gap_ha=0.3550 charge=+1 e_lumo_ev=-3.77
C 0.52448 -1.14873 -0.69864 3.5 3.2 2.7 0.75
C -0.01358 -2.35701 -1.07906 -2.5 -3.9 -1.7 -1.01
C -1.35962 1.50592 -1.52869 -1.3 1.5 0.4 -0.82
N -2.85758 -0.65193 0.74924 -0.2 0.8 -0.7 -0.56
N -2.24634 -0.03289 0.02860 -0.7 -1.4 1.5 0.58
N 1.27411 -0.36908 -0.26379 0.0 -0.1 0.0 0.42
N -1.28982 0.37549 -0.60491 1.3 0.3 -1.3 -0.12
N 2.16729 0.58748 0.09049 -1.8 0.9 -0.3 -0.76
H -0.46384 -2.17756 -2.08571 -0.1 -0.5 0.7 0.31
H 0.71093 -3.19955 -1.24057 0.2 1.3 0.2 0.36
H -0.74672 -2.91141 -0.39280 0.7 1.6 -0.7 0.32
H -2.22681 1.43207 -2.15951 -0.4 -0.5 -0.6 0.34
H -1.68099 2.42361 -0.91070 1.5 -0.8 -1.1 0.30
H -0.48322 1.56072 -2.24791 -0.8 0.1 1.6 0.31
H 2.98822 0.20246 0.47122 1.1 -0.9 0.4 0.27
H 1.87013 1.43862 0.64297 -0.5 -1.6 -1.0 0.31



no.,F_max (Eh/bohr)
1,0.059
2,0.146
3,0.034
4,0.107